Computed, not measured: C83H120Cl7CuN8O12 as an isolated structure in a non-equilibrium geometry, with the ωB97M-V functional and the def2-TZVPD basis.

The geometry in XYZ format:
```
231
Properties=species:S:1:pos:R:3
C 12.228 -16.783 -10.179
N 11.263 -17.359 -11.113
C 10.689 -16.633 -12.048
C 9.833 -17.201 -13.046
C 9.608 -18.579 -12.992
C 10.333 -19.292 -12.066
C 11.115 -18.722 -11.079
C 8.794 -19.316 -14.053
C 7.950 -20.352 -13.592
C 7.112 -20.927 -14.557
N 7.124 -20.469 -15.799
C 7.892 -19.451 -16.212
C 8.801 -18.845 -15.328
C 6.276 -21.182 -16.877
H 11.698 -16.427 -9.295
H 12.712 -15.919 -10.634
H 12.911 -17.544 -9.801
H 10.739 -15.566 -11.889
H 9.251 -16.548 -13.681
H 10.134 -20.352 -12.116
H 11.612 -19.280 -10.299
H 7.853 -20.712 -12.579
H 6.575 -21.845 -14.368
H 7.810 -19.172 -17.253
H 9.302 -17.904 -15.502
H 6.704 -22.134 -17.192
H 6.088 -20.453 -17.666
H 5.392 -21.578 -16.377
Cu 5.575 -27.894 -12.555
C 13.803 -24.036 -16.446
C 14.928 -25.086 -16.439
C 15.072 -25.966 -15.143
C 13.933 -27.048 -15.306
N 14.008 -28.170 -14.236
C 15.290 -29.019 -14.195
C 14.959 -30.497 -14.409
C 13.528 -30.457 -13.908
C 12.959 -29.171 -14.385
C 13.674 -27.481 -12.830
H 12.856 -24.381 -16.029
H 13.611 -23.702 -17.465
H 14.110 -23.246 -15.760
H 15.853 -24.563 -16.682
H 14.730 -25.710 -17.311
H 14.851 -25.346 -14.275
H 16.053 -26.442 -15.149
H 14.103 -27.507 -16.280
H 12.896 -26.748 -15.459
H 15.801 -28.826 -13.251
H 15.882 -28.728 -15.062
H 15.742 -31.098 -13.947
H 15.089 -30.815 -15.444
H 13.590 -30.609 -12.830
H 13.051 -31.367 -14.271
H 12.001 -28.898 -13.943
H 12.764 -29.227 -15.456
H 14.571 -27.113 -12.331
H 13.120 -28.097 -12.122
H 12.996 -26.635 -12.946
C 1.345 -19.157 -9.765
C 0.445 -20.004 -10.778
C -1.035 -20.326 -10.373
C -1.379 -21.745 -10.782
N -2.826 -22.203 -10.511
C -3.016 -22.172 -8.953
C -4.328 -22.970 -8.793
C -4.306 -24.061 -9.968
C -3.064 -23.714 -10.861
C -3.878 -21.171 -11.234
H 2.417 -19.253 -9.937
H 1.209 -19.383 -8.707
H 1.126 -18.095 -9.875
H 0.965 -20.961 -10.830
H 0.426 -19.692 -11.822
H -1.800 -19.629 -10.715
H -1.091 -20.379 -9.286
H -0.778 -22.452 -10.210
H -1.335 -21.965 -11.848
H -3.014 -21.111 -8.703
H -2.079 -22.675 -8.713
H -5.114 -22.239 -8.984
H -4.433 -23.332 -7.770
H -5.280 -24.125 -10.453
H -4.136 -25.062 -9.573
H -3.284 -23.884 -11.915
H -2.305 -24.384 -10.458
H -4.846 -21.668 -11.299
H -3.432 -21.060 -12.223
H -3.910 -20.181 -10.779
C 7.005 -28.793 -19.045
O 6.932 -28.512 -17.651
H 7.346 -29.799 -19.292
H 6.046 -28.712 -19.558
H 7.575 -27.995 -19.520
C 12.312 -20.097 -2.301
O 13.639 -19.999 -2.843
H 11.945 -19.180 -1.840
H 11.567 -20.328 -3.063
H 12.073 -20.823 -1.524
C 7.376 -23.907 -7.159
O 7.211 -24.922 -8.135
H 7.687 -24.178 -6.150
H 8.077 -23.148 -7.507
H 6.459 -23.362 -6.936
Cl -0.111 -17.231 -18.936
O 1.070 -17.000 -18.167
O -0.874 -16.038 -18.992
O 0.207 -17.602 -20.204
O -0.786 -18.344 -18.267
O 1.559 -26.488 -13.022
H 1.347 -26.788 -13.927
Cl 24.059 -12.047 -10.206
C 23.359 -10.525 -10.813
C 21.770 -10.564 -10.922
Cl 21.035 -10.803 -9.305
H 23.857 -10.266 -11.748
H 23.618 -9.747 -10.094
H 21.364 -11.314 -11.602
H 21.321 -9.623 -11.240
Cl 12.591 -8.399 -7.632
C 12.570 -6.929 -8.469
C 12.580 -7.106 -9.904
Cl 14.158 -7.346 -10.541
H 13.448 -6.390 -8.114
H 11.801 -6.254 -8.093
H 12.268 -6.141 -10.303
H 11.841 -7.834 -10.242
Cl 3.317 -11.453 -13.825
C 1.657 -10.858 -13.530
C 1.579 -9.630 -14.439
Cl 2.767 -8.301 -14.246
H 1.548 -10.599 -12.477
H 0.889 -11.613 -13.703
H 0.570 -9.226 -14.518
H 1.692 -10.124 -15.404
C -3.057 -24.890 -20.920
C -2.689 -24.228 -22.241
C -3.581 -23.142 -22.763
C -4.993 -23.510 -22.753
N -6.160 -23.791 -22.740
H -3.193 -24.286 -20.024
H -2.256 -25.542 -20.572
H -3.896 -25.574 -21.051
H -2.869 -25.065 -22.916
H -1.680 -23.823 -22.317
H -3.446 -22.922 -23.822
H -3.406 -22.182 -22.277
C 21.227 -19.093 -7.000
C 22.011 -18.257 -7.980
C 22.041 -18.808 -9.398
C 20.775 -18.624 -10.097
N 19.790 -18.497 -10.593
H 20.274 -19.469 -7.371
H 21.120 -18.485 -6.102
H 21.849 -19.979 -6.872
H 23.073 -18.272 -7.735
H 21.652 -17.235 -7.856
H 22.438 -19.820 -9.467
H 22.734 -18.155 -9.929
C 18.609 -12.363 -3.124
C 19.305 -11.190 -2.306
C 18.656 -9.838 -2.577
C 19.148 -8.656 -1.995
N 19.569 -7.727 -1.575
H 18.976 -12.636 -4.114
H 17.548 -12.114 -3.096
H 18.585 -13.226 -2.458
H 20.351 -11.137 -2.611
H 19.235 -11.355 -1.231
H 17.599 -9.948 -2.333
H 18.897 -9.625 -3.618
C 4.350 -17.635 -30.913
C 3.753 -16.464 -30.098
C 3.057 -16.905 -28.825
C 4.017 -17.595 -27.910
N 4.828 -18.109 -27.225
H 3.670 -18.447 -30.654
H 5.300 -17.983 -30.507
H 4.338 -17.415 -31.981
H 3.228 -15.689 -30.656
H 4.657 -15.990 -29.715
H 2.156 -17.502 -28.962
H 2.711 -16.041 -28.257
C 13.435 -14.038 -26.318
C 13.133 -13.054 -27.331
C 11.949 -12.291 -27.331
C 11.019 -12.476 -26.284
C 11.263 -13.359 -25.182
C 12.554 -14.119 -25.218
C 10.321 -13.569 -23.997
O 10.653 -14.259 -23.036
C 9.001 -12.865 -24.098
C 8.076 -13.090 -23.089
C 6.798 -12.479 -23.062
C 6.481 -11.520 -24.085
C 7.456 -11.301 -25.115
C 8.693 -11.925 -25.158
C 9.674 -11.617 -26.335
O 9.437 -10.871 -27.286
H 14.348 -14.593 -26.161
H 13.951 -12.855 -28.007
H 11.707 -11.813 -28.269
H 12.754 -14.785 -24.392
H 8.274 -13.753 -22.260
H 6.049 -12.795 -22.350
H 5.508 -11.051 -24.069
H 7.174 -10.672 -25.946
C 16.202 -11.553 -18.687
C 16.799 -11.034 -19.832
C 16.030 -10.096 -20.599
C 14.775 -9.677 -20.195
C 14.261 -10.146 -18.945
C 15.008 -11.126 -18.305
C 12.950 -9.566 -18.463
O 12.550 -9.830 -17.330
C 12.166 -8.757 -19.447
C 10.787 -8.586 -19.203
C 9.963 -7.781 -20.002
C 10.603 -7.160 -21.115
C 11.960 -7.443 -21.425
C 12.641 -8.380 -20.678
C 13.995 -8.811 -21.133
O 14.459 -8.340 -22.216
H 16.753 -12.131 -17.960
H 17.722 -11.494 -20.152
H 16.367 -9.832 -21.591
H 14.482 -11.572 -17.473
H 10.354 -9.127 -18.374
H 8.904 -7.571 -19.977
H 10.044 -6.506 -21.768
H 12.381 -7.025 -22.327
```

Calculated values
Total energy   -9435.939914 hartree
Spin multiplicity   1
HOMO   -4.87 eV
Kohn-Sham gap   1.26 eV